No. 1
DFT (the ωB97M-V functional and the def2-TZVPD basis) results for C23H51AuN4OPV as an isolated structure.

Summary:
- Energy above the lowest of the compared OMol25 structures with the same formula, charge and spin: 51.3 kJ/mol
- HOMO level (alpha / beta): -14.73 / -14.71 eV
- Total charge: +2
- M: 678.6 Da

Structure (XYZ):
```
82
Properties=species:S:1:pos:R:3:forces:R:3
N 2.369409 -0.494691 -1.451170 -0.505 -0.017 0.341
C 3.406751 -0.979402 -1.016414 0.977 -0.210 0.567
O 4.427297 -1.419826 -0.599411 -2.313 0.914 -1.034
Au 0.942226 0.993371 -4.934537 -0.061 -0.114 0.318
V 0.460468 -0.120462 -1.454769 0.086 -1.134 1.380
N -0.173156 -1.555612 -2.433470 0.396 1.558 0.216
N 0.093012 1.463627 -2.550723 -0.664 -0.363 0.610
C 0.019554 -2.991878 -2.213212 0.079 -1.090 0.188
C 0.699254 2.791360 -2.732740 0.156 0.849 0.425
C 1.150180 -3.486322 -3.121374 0.306 0.235 -0.235
C -1.261307 -3.759745 -2.548990 -0.371 -0.140 0.092
C 0.391976 -3.273169 -0.766313 -0.127 0.019 0.334
C 0.084490 3.609325 -3.896740 0.031 -0.420 0.061
C 0.441487 3.743521 -1.555900 0.469 0.324 0.501
C 2.197128 2.550797 -2.883481 0.003 0.501 0.087
H 0.901440 -3.351580 -4.181609 0.062 -0.152 0.177
H 1.334277 -4.552244 -2.940530 -0.090 0.242 -0.069
H 2.078312 -2.935591 -2.925060 -0.142 -0.134 0.019
H -2.116852 -3.336350 -2.014438 0.026 -0.084 0.028
H -1.161851 -4.810646 -2.255344 0.040 0.245 -0.032
H -1.496055 -3.747890 -3.615913 0.032 -0.111 0.166
H 1.361026 -2.833569 -0.497669 -0.181 -0.090 -0.064
H 0.457268 -4.359980 -0.619626 0.014 0.332 -0.002
H -0.377992 -2.872340 -0.093580 0.252 -0.216 -0.243
H 0.158153 3.127349 -4.895978 -0.028 -0.011 0.002
H 0.620589 4.564237 -3.959350 -0.147 -0.287 -0.142
H -0.976435 3.828649 -3.696038 0.379 -0.135 -0.252
H -0.626150 3.987393 -1.457048 0.394 -0.166 0.137
H 0.948902 4.690613 -1.780482 -0.126 -0.183 0.101
H 0.856933 3.396210 -0.601838 -0.204 -0.101 -0.279
H 2.601501 2.071661 -1.981030 -0.002 0.179 -0.342
H 2.692387 3.505816 -3.067509 0.175 -0.173 0.039
H 2.469596 1.878777 -3.741106 -0.023 0.169 0.178
C -1.385537 1.491068 -2.388566 -0.595 -0.137 -0.283
H -1.728080 0.579174 -1.827906 0.064 0.423 -0.568
H -1.797942 2.336905 -1.795801 0.647 -0.408 -0.355
H -1.867762 1.520688 -3.389789 0.100 -0.259 0.704
C -0.850318 -1.262863 -3.699753 -0.031 0.071 -0.381
H -1.901589 -0.947834 -3.549598 0.505 -0.301 -0.199
H -0.320869 -0.432248 -4.223278 -0.443 -0.364 0.095
H -0.792844 -2.129191 -4.370611 -0.174 0.391 0.240
C 1.524157 0.397683 4.048608 0.045 0.064 0.302
C 1.438861 0.261001 2.515521 0.063 -0.084 0.081
C 2.007244 1.528836 1.853024 0.152 0.134 0.050
C 2.318932 -0.942965 2.108183 0.273 -0.089 -0.058
P -0.292885 -0.014487 1.846248 0.011 0.157 1.062
N -0.086906 -0.164679 0.208962 0.863 0.117 -2.503
C -1.069125 -1.533328 2.661548 -0.088 0.077 -0.126
C -1.537830 -1.215442 4.097302 -0.107 0.060 0.193
C -2.267710 -1.993785 1.806713 -0.202 -0.059 -0.007
C -0.077362 -2.700904 2.765448 0.185 -0.317 -0.068
C -1.406541 1.487990 2.152899 -0.007 0.086 -0.055
C -2.879932 1.115628 1.927410 -0.227 0.049 -0.045
C -1.244952 2.082633 3.561566 -0.055 0.074 0.222
C -1.057813 2.568848 1.128000 -0.004 0.149 -0.248
H 2.576845 0.594834 4.305531 -0.246 -0.100 -0.149
H 1.238315 -0.519087 4.583781 0.128 0.264 -0.289
H 0.944296 1.228573 4.458264 0.154 -0.226 -0.128
H 3.075749 1.592860 2.103456 -0.277 -0.007 -0.032
H 1.930030 1.475249 0.758347 0.013 0.098 0.227
H 1.531202 2.448160 2.217595 0.155 -0.291 -0.106
H 2.361797 -1.711801 2.892367 -0.049 0.325 -0.432
H 1.992127 -1.395768 1.166918 0.115 -0.020 0.195
H 3.344417 -0.585235 1.961292 -0.151 -0.057 0.023
H -2.382561 -0.521178 4.136784 0.224 -0.174 -0.012
H -1.879995 -2.154138 4.557168 0.085 0.174 -0.206
H -0.733120 -0.830204 4.735946 -0.277 -0.116 -0.210
H -2.029641 -1.995710 0.734037 -0.130 -0.062 0.248
H -2.526492 -3.017766 2.111455 0.068 0.248 -0.153
H -3.156942 -1.375638 1.965199 0.278 -0.235 -0.098
H 0.384336 -2.954966 1.804951 -0.027 0.069 0.335
H 0.704496 -2.537083 3.514920 -0.255 0.025 -0.226
H -0.639780 -3.586321 3.095323 0.072 0.257 -0.084
H -3.294776 0.491993 2.727652 0.123 0.185 -0.334
H -3.466549 2.047532 1.914478 0.209 -0.261 0.014
H -3.021569 0.623857 0.957192 -0.085 0.041 0.184
H -0.279489 2.585870 3.686689 -0.250 -0.129 -0.025
H -2.023407 2.850122 3.696146 0.192 -0.216 -0.115
H -1.381307 1.346095 4.361901 0.095 0.279 -0.214
H -0.105198 3.060172 1.344505 -0.248 -0.142 -0.122
H -1.024008 2.138089 0.121535 0.039 0.231 0.283
H -1.835810 3.347369 1.133849 0.178 -0.234 0.101
```
Forces are in eV/Å.

---

No. 2
DFT (the ωB97M-V functional and the def2-TZVPD basis) results for C23H51ClFN2O3Si2 as an isolated structure.

Summary:
- Energy above the lowest of the compared OMol25 structures with the same formula, charge and spin: 0.0 kJ/mol
- HOMO level: -10.98 eV
- Total charge: +1
- M: 514.3 Da

Structure (XYZ):
```
83
Properties=species:S:1:pos:R:3:forces:R:3
C 6.424618 2.245556 4.833961 0.167 -0.198 0.011
O 5.539129 3.255802 4.429486 -0.141 0.226 -0.020
C 4.207978 2.797673 4.270461 0.287 -0.109 0.113
C 4.004448 2.125326 2.924764 -0.311 0.063 -0.325
C 2.527691 1.878685 2.524715 0.281 0.023 0.209
C 1.530464 1.775999 3.689867 -0.222 0.064 -0.357
Si -0.227087 1.272430 3.218684 -0.089 0.194 0.328
C -1.396593 2.063711 4.459888 0.212 -0.575 -0.317
C -2.645315 1.247617 4.825341 -0.138 0.455 0.431
C -3.880366 1.479584 3.975421 0.011 -0.219 -0.064
Cl -4.294285 3.214735 3.800520 -0.027 0.090 -0.004
C -0.520480 1.899951 1.464238 -0.368 -0.173 0.352
C -1.978770 2.051755 1.050340 0.397 0.587 -0.312
C -2.182549 3.087827 -0.043277 0.216 -0.078 0.302
F -2.429652 0.802145 0.590934 -0.210 -0.112 0.063
O -0.486019 -0.378824 3.306104 0.633 0.216 -0.374
Si 0.664806 -1.506537 2.929174 -0.190 -0.350 0.482
C -0.090931 -3.220111 3.060286 -0.091 -0.106 -0.510
C -0.172996 -4.087053 1.773879 -0.095 -0.163 0.199
C -0.361634 -3.341196 0.486047 0.767 -0.078 -0.919
N -1.449896 -2.406365 0.429452 0.352 0.051 0.343
O 0.409980 -3.463456 -0.452362 -0.587 0.165 0.702
H 6.102931 1.781595 5.771329 -0.065 -0.011 0.078
H 7.401102 2.693779 4.991637 0.028 0.108 -0.010
H 6.531306 1.458372 4.082687 -0.012 -0.049 -0.072
H 3.978073 2.121652 5.099336 -0.176 -0.042 0.046
H 3.565467 3.671498 4.362236 -0.008 0.112 -0.017
H 4.448480 2.793885 2.186072 0.103 -0.053 -0.079
H 4.553551 1.187739 2.859993 0.094 -0.081 0.199
H 2.219494 2.698454 1.875645 -0.121 0.016 -0.038
H 2.491517 0.977275 1.911165 -0.027 -0.063 -0.085
H 1.398595 2.777783 4.111019 0.016 0.025 0.152
H 1.919096 1.161134 4.500598 -0.035 -0.162 0.072
H -0.799922 2.192383 5.364966 0.044 0.065 0.049
H -1.642811 3.066050 4.112511 -0.151 0.143 0.101
H -2.428771 0.179227 4.809475 0.009 -0.082 -0.100
H -2.912211 1.480016 5.858607 -0.057 0.028 0.004
H -4.751599 1.019919 4.432565 0.010 -0.068 0.004
H -3.773455 1.080720 2.970082 0.010 -0.014 -0.060
H -0.018377 1.233020 0.761872 0.120 0.101 -0.226
H -0.053974 2.884233 1.401440 0.167 0.037 -0.040
H -2.592536 2.355769 1.896672 -0.142 -0.240 0.014
H -3.222034 3.139524 -0.354120 -0.078 -0.083 -0.118
H -1.908408 4.062525 0.362667 -0.043 0.033 0.001
H -1.522489 2.896540 -0.887883 -0.055 -0.082 -0.169
H 1.775837 -1.410842 3.903777 0.028 0.085 -0.044
H 1.249614 -1.284978 1.584359 -0.118 0.092 -0.142
H -1.096360 -3.104508 3.464427 -0.025 0.150 0.061
H 0.473647 -3.798349 3.790620 0.025 0.036 0.108
H -1.013905 -4.773142 1.901167 -0.077 -0.048 -0.143
H 0.713578 -4.701747 1.640384 0.085 0.037 0.048
H -2.180019 -2.762997 -0.174499 -0.243 -0.110 0.149
H -1.065431 -1.585776 -0.026093 -0.210 0.204 -0.114
C 0.277345 0.449156 -2.297478 -0.128 0.033 0.049
C -1.208381 0.316924 -2.628197 0.156 0.063 -0.062
C -1.625668 -1.079866 -3.110905 -0.136 0.104 -0.040
C -0.719114 -1.807874 -4.091493 0.014 -0.172 0.211
N -0.792015 -1.393828 -5.553740 0.082 -0.008 -0.217
C 0.516659 -1.760661 -6.232488 0.002 -0.160 -0.006
C 0.327572 -3.199902 -6.662575 -0.050 -0.033 0.041
C -1.108437 -3.199041 -7.186342 0.019 -0.030 -0.023
C -1.855797 -2.218952 -6.277144 -0.050 -0.014 -0.096
C -1.058837 0.058855 -5.747589 0.043 -0.057 0.027
H 0.921734 0.211691 -3.147503 0.024 0.020 0.011
H 0.508951 1.472638 -2.006099 0.002 0.014 0.058
H 0.563389 -0.203933 -1.470053 0.043 -0.062 -0.046
H -1.491091 1.090208 -3.343055 0.000 -0.016 -0.052
H -1.789930 0.537643 -1.733632 -0.040 -0.034 0.053
H -2.655812 -1.061712 -3.480608 -0.005 -0.014 -0.008
H -1.644587 -1.732163 -2.236429 0.041 -0.092 -0.040
H -0.972991 -2.865435 -4.081219 0.074 -0.032 -0.020
H 0.320377 -1.740538 -3.782334 0.006 0.148 0.010
H 0.634364 -1.104384 -7.092936 -0.042 0.001 -0.034
H 1.336411 -1.592651 -5.540630 0.006 0.080 0.003
H 0.440532 -3.875355 -5.813697 0.017 -0.002 0.001
H 1.049098 -3.494370 -7.420500 0.033 0.019 0.007
H -1.559398 -4.188191 -7.175490 -0.037 0.009 0.037
H -1.134290 -2.842999 -8.215935 0.025 0.016 -0.002
H -2.461506 -2.716067 -5.526034 -0.029 0.046 0.034
H -2.488930 -1.538620 -6.838708 -0.034 0.025 0.027
H -0.264883 0.630835 -5.276121 -0.034 0.048 0.060
H -2.027728 0.306038 -5.327382 0.032 0.041 0.067
H -1.069564 0.256551 -6.816320 0.014 0.004 -0.014
```
Forces are in eV/Å.

---

No. 3
DFT (the ωB97M-V functional and the def2-TZVPD basis) results for a 10-piece molecular cluster, C23H52N18O12P2 overall.

Summary:
- HOMO level: -8.01 eV
- Total charge: 0
- M: 834.7 Da

Structure (XYZ):
```
107
Properties=species:S:1:pos:R:3:forces:R:3
C 1.774230 1.984533 0.843921 0.033 0.158 0.038
C 0.530029 2.024739 1.744412 -0.182 -0.875 -1.251
P 0.080086 0.296437 2.294591 0.693 -0.184 0.958
C -1.662024 0.492883 2.840170 -0.205 0.822 -0.290
C 0.161083 -0.652336 0.715547 -0.541 0.541 0.348
C 1.358310 -1.316208 0.458241 -0.478 0.233 -0.127
C 1.513955 -1.992968 -0.736733 0.386 -0.143 -0.059
C 0.480318 -2.040907 -1.689795 0.181 0.141 0.275
C -0.731662 -1.395571 -1.411951 -0.538 0.681 -0.206
P -2.144157 -1.418545 -2.605776 -0.775 -1.346 -0.317
C -1.795493 -0.011669 -3.724786 -0.005 0.287 0.503
O -3.427805 -0.846110 -1.692560 0.608 0.574 0.203
C -0.881166 -0.699308 -0.204977 0.660 -0.482 -0.139
C 0.704795 -2.774184 -2.963264 0.432 -0.273 -0.056
O -0.154896 -2.951209 -3.798444 -0.189 0.400 -0.129
C 2.069688 -3.327378 -3.218529 0.263 0.014 0.272
C 3.041059 -3.286191 -2.310583 0.001 0.156 0.076
C 2.844321 -2.643041 -0.985586 -0.285 -0.015 -0.280
O 3.737649 -2.622091 -0.171002 0.094 0.011 0.092
H 1.514035 1.617696 -0.151122 -0.039 -0.042 0.060
H 2.553486 1.321611 1.228909 0.031 0.124 0.096
H 2.194510 2.982215 0.704202 0.041 -0.039 0.096
H 0.666409 2.668645 2.609285 -0.121 -0.068 0.082
H -0.295251 2.362962 1.108655 -0.056 0.419 0.343
H -1.854757 1.570487 2.905322 0.015 -0.051 -0.072
H -2.414538 0.065872 2.180903 0.095 -0.131 0.026
H -1.802067 0.095480 3.841026 0.116 -0.287 -0.116
H 2.161185 -1.268022 1.181356 0.062 -0.179 -0.065
H -1.199533 0.784146 -3.271499 0.080 -0.050 -0.139
H -1.339769 -0.388510 -4.638469 0.093 0.059 0.028
H -2.765218 0.434112 -3.958033 0.026 -0.110 -0.140
H -3.313660 0.079696 -1.428674 -0.202 0.025 -0.026
H -1.803691 -0.187493 0.034187 -0.034 -0.041 -0.075
H 2.276380 -3.777386 -4.182228 -0.392 0.007 -0.061
H 4.028021 -3.687761 -2.509764 -0.026 -0.018 0.082
C 1.375494 1.952069 -4.866532 0.199 -0.412 -0.026
O 0.463181 2.712895 -4.551384 0.150 0.214 -0.269
N 1.975520 1.959535 -6.081550 -0.381 0.340 0.585
N 1.846931 1.018852 -3.988600 -0.098 0.033 0.135
H 2.712002 1.337704 -6.353283 0.043 0.058 -0.178
H 1.657508 2.627512 -6.758237 0.051 -0.115 -0.167
H 1.426080 0.985824 -3.077744 -0.005 -0.014 0.003
H 2.582526 0.375308 -4.208982 0.013 0.014 -0.032
C 2.398323 -1.050400 5.914691 0.221 0.010 -0.120
O 1.264305 -1.101111 6.372848 -0.095 0.018 0.033
N 3.506104 -1.252945 6.683052 -0.305 0.028 0.063
N 2.637127 -0.783176 4.592939 -0.195 -0.036 0.112
H 4.438450 -1.214430 6.320775 -0.002 -0.015 -0.019
H 3.380075 -1.452967 7.662184 0.149 -0.007 -0.068
H 1.834793 -0.630918 3.998456 0.011 0.061 -0.045
H 3.557160 -0.734426 4.199566 0.022 -0.032 0.049
C 5.122627 -1.930645 10.335477 -0.016 -0.010 0.093
O 4.476112 -1.867413 9.303166 0.104 -0.011 0.063
N 6.480168 -1.783557 10.357101 0.026 0.010 -0.053
N 4.537269 -2.154009 11.547582 -0.057 -0.003 0.010
H 7.030101 -1.832249 11.192880 -0.020 -0.006 0.014
H 6.937606 -1.618682 9.480556 -0.006 -0.002 -0.001
H 3.540771 -2.266334 11.560664 0.003 -0.001 -0.013
H 5.046534 -2.210402 12.408269 0.021 0.002 -0.011
C -2.595884 4.412860 -3.022322 0.160 0.021 -0.046
O -3.014442 3.283619 -2.806278 -0.047 -0.043 0.054
N -1.449699 4.655388 -3.713906 -0.165 0.018 -0.049
N -3.259277 5.526210 -2.574907 -0.070 -0.023 0.041
H -1.094352 5.577445 -3.885747 -0.051 0.040 0.062
H -0.922114 3.873153 -4.072223 0.003 -0.072 0.203
H -4.106955 5.379804 -2.060828 0.005 -0.010 -0.001
H -2.940012 6.462012 -2.735443 0.029 -0.010 -0.018
C -7.039455 -2.683067 -0.575637 0.024 -0.016 -0.009
O -7.827376 -3.569076 -0.294077 -0.002 0.008 0.017
N -7.422601 -1.378331 -0.724310 -0.064 0.060 0.018
N -5.706649 -2.915232 -0.766783 0.138 -0.001 0.160
H -6.787836 -0.639073 -0.958804 0.035 -0.035 -0.029
H -8.393468 -1.168280 -0.591280 0.000 -0.016 0.005
H -5.392619 -3.862367 -0.672826 -0.040 -0.033 -0.119
H -5.041748 -2.197537 -0.998731 0.051 0.051 -0.179
C 1.322356 6.561569 -6.191062 0.022 -0.049 -0.001
O 1.327432 7.735847 -6.514039 0.004 -0.010 0.015
N 0.179525 5.810060 -6.158518 -0.099 -0.078 0.042
N 2.457826 5.889525 -5.830061 0.083 -0.021 -0.004
H 0.157995 4.840406 -5.889977 0.043 -0.007 0.036
H -0.675935 6.264153 -6.418464 0.019 -0.005 -0.064
H 3.317340 6.405035 -5.840720 -0.008 0.010 -0.006
H 2.468021 4.923425 -5.558139 -0.056 0.010 0.025
C 3.230262 0.787613 -9.324959 -0.003 0.041 -0.095
O 3.205456 1.573103 -8.385661 0.150 -0.197 -0.167
N 3.763235 -0.463436 -9.218617 0.003 -0.003 0.074
N 2.725659 1.108865 -10.547346 -0.031 0.063 -0.011
H 3.791333 -1.119045 -9.975832 -0.012 0.013 -0.014
H 4.148093 -0.728822 -8.332244 0.027 -0.001 -0.015
H 2.328403 2.023639 -10.654948 0.007 -0.001 0.002
H 2.732969 0.485537 -11.331713 0.009 -0.015 0.010
C -2.851448 -3.208521 2.943205 -0.081 -0.048 0.243
O -2.015280 -2.316604 2.975133 0.073 -0.010 -0.221
N -2.953670 -4.106050 3.961346 0.057 -0.144 -0.076
N -3.741644 -3.354584 1.920819 0.164 0.007 -0.063
H -3.641340 -4.833178 4.009763 -0.062 0.061 0.034
H -2.291462 -4.008880 4.707315 -0.026 -0.141 0.044
H -3.693952 -2.694064 1.167656 -0.067 0.009 0.007
H -4.444241 -4.068846 1.896290 -0.054 0.042 0.046
C -3.419582 -2.148410 7.573875 0.151 0.030 -0.129
O -4.348543 -2.834315 7.181197 -0.050 -0.055 0.037
N -2.335555 -1.861977 6.798007 -0.015 -0.005 0.023
N -3.390468 -1.611295 8.833882 -0.062 0.016 0.104
H -1.557562 -1.305197 7.101591 0.126 -0.050 -0.036
H -2.321437 -2.233885 5.866771 -0.014 0.167 -0.069
H -4.172116 -1.803068 9.430893 -0.006 -0.007 -0.020
H -2.637816 -1.046794 9.177816 0.029 -0.006 -0.045
```
Forces are in eV/Å.